1.
{
  "formula": "CH9N4O",
  "method": "ωB97M-V with the def2-TZVPD basis set",
  "symbols": ["H", "C", "H", "N", "N", "N", "H", "H", "N", "H", "O", "H", "H", "H", "H"],
  "coordinates": [[0.03225, 2.27663, -0.63094], [-0.99816, -0.81900, 0.06085], [1.68507, -0.78564, 0.05887], [0.03110, 1.47401, 0.16874], [2.30472, -0.03480, -0.05850], [-1.09544, 0.65723, -0.11355], [1.91900, 0.58157, -0.72468], [-3.05536, -1.00803, -0.26114], [-2.14738, -1.47723, -0.24676], [-1.93422, 1.01012, 0.25660], [-0.01742, -1.41126, 0.36016], [2.41442, 0.45803, 0.77670], [-0.19058, 2.05755, 1.06997], [3.16056, -0.44266, -0.33416], [-2.10855, -2.53652, -0.38215]],
  "lumo_energy_ha": -0.119,
  "total_energy_ev": -9184.1014,
  "charge": 1,
  "largest_force_ev_per_a": 3.76,
  "multiplicity": 1,
  "gap_ha": 0.383
}



2.
{
  "formula": "C26H26AlN4O8P2",
  "method": "ωB97M-V with the def2-TZVPD basis set",
  "symbols": ["C", "C", "H", "H", "P", "H", "C", "O", "C", "C", "N", "C", "H", "O", "C", "N", "H", "H", "C", "O", "O", "O", "H", "C", "N", "H", "H", "H", "C", "C", "H", "H", "H", "Al", "C", "H", "H", "C", "C", "H", "C", "H", "C", "H", "C", "C", "H", "C", "H", "C", "C", "C", "C", "N", "O", "H", "O", "P", "H", "H", "H", "C", "C", "C", "H", "O", "H"],
  "coordinates": [[0.15470, 1.57541, -2.48182], [2.63413, 0.43629, -2.84101], [-1.88526, -2.90471, 0.82130], [1.28518, -3.06637, 1.42359], [0.05679, -2.35135, -0.49118], [-0.61021, -2.37114, -2.79186], [-1.36541, 3.29747, -3.25678], [-2.87096, -1.82350, 2.38600], [1.50533, -1.74943, -2.68870], [0.24925, 0.80161, 3.44239], [0.45252, 0.36905, -1.80147], [3.80393, -1.61355, -3.40705], [-2.39683, 3.64227, -3.39295], [-0.61233, -0.66810, 1.77056], [-1.31131, -1.04937, 3.92848], [-2.18744, -2.09036, 3.38718], [0.53329, -3.68655, -2.39797], [1.16766, 1.67231, 5.22847], [-0.59841, -0.25957, 2.99685], [3.15373, -0.20127, 0.75557], [0.74393, 1.44713, 1.15429], [0.88108, 0.90739, 7.65296], [-3.24071, 3.11056, -0.04193], [2.67828, 1.92980, -2.63058], [0.15523, 0.02680, 7.15098], [-1.31916, -1.80920, 5.93791], [-2.22918, -2.89049, -0.93512], [4.75092, -2.10354, -3.64249], [-1.18609, 2.02177, -2.72744], [1.34952, -3.27108, 0.34714], [3.34659, 2.38475, -3.41680], [-0.44770, 5.11822, -3.97083], [-3.40554, -0.27123, 1.14026], [-0.10771, -0.08895, 0.09273], [1.25843, 2.36882, -2.87942], [-3.70388, -0.85066, -0.51728], [-2.44963, 0.19739, -2.71280], [-0.28808, 4.09872, -3.59921], [-1.49912, -3.17275, -0.16776], [-2.18380, 2.59215, 1.31717], [2.04036, -0.20411, 0.52718], [2.34699, -3.00693, -0.02004], [-3.59763, 0.04912, 0.10585], [1.16494, -4.33808, 0.16220], [3.75739, -0.23248, -3.31294], [-0.93616, -1.04196, 5.26210], [-1.46346, 3.28439, -0.14266], [1.49180, -0.32903, -2.48029], [-4.49663, 0.67866, 0.05027], [0.33365, -2.60832, -2.28263], [-0.06816, -0.02947, 5.71753], [-2.28006, 2.65777, 0.22887], [2.68982, -2.36149, -3.07226], [0.94343, 1.62277, 2.46587], [-0.42297, -0.86134, 7.82667], [3.17507, 2.32191, -1.72862], [1.69198, 2.53220, 2.82159], [-2.17588, 0.99011, -0.44806], [-1.29989, -4.24910, -0.20596], [1.89683, 4.19848, -3.64989], [2.72956, -3.45871, -3.10057], [1.00941, 3.62738, -3.42686], [-2.38284, 1.20436, -2.26686], [0.50793, 0.90482, 4.82718], [-3.33207, 1.74289, -2.43833], [-2.19341, -3.20214, 3.95703], [4.60831, 0.40357, -3.51778]],
  "lumo_energy_ha": -0.200,
  "total_energy_ev": -74888.0455,
  "charge": 1,
  "largest_force_ev_per_a": 3.63,
  "multiplicity": 1,
  "gap_ha": 0.175
}



3.
{
  "formula": "C6H12N2",
  "method": "ωB97M-V with the def2-TZVPD basis set",
  "symbols": ["H", "C", "H", "H", "H", "C", "N", "C", "H", "H", "H", "H", "C", "H", "H", "H", "C", "C", "N", "H"],
  "coordinates": [[1.30607, -3.17662, -0.44796], [0.72388, -2.57497, 0.25820], [1.33372, 2.97917, 1.37689], [-2.08432, 0.77998, 0.92482], [-0.15873, -3.16249, 0.53291], [0.59638, 2.55055, 0.70611], [-1.57135, 1.39498, -0.93328], [-1.18320, 0.74515, 0.29893], [-0.75621, 1.39072, -1.53440], [0.86046, 0.20599, -1.80292], [-2.21963, 0.75424, -1.38501], [-1.11052, -1.14532, 1.07138], [1.06729, -0.74093, -1.32827], [0.05579, 1.08370, 2.07640], [0.47594, 3.01208, -0.26771], [1.93295, -1.27727, -1.70414], [0.32556, -1.23717, -0.32574], [-0.12797, 1.48508, 1.08179], [-0.79391, -0.64695, 0.24307], [1.32780, -2.41991, 1.15892]],
  "lumo_energy_ha": 0.034,
  "smiles": "C=C[C@@H](N)NC(=C)C",
  "total_energy_ev": -9395.4680,
  "largest_force_ev_per_a": 1.69,
  "multiplicity": 1,
  "gap_ha": 0.330
}



4.
{
  "formula": "C7H12N",
  "method": "ωB97M-V with the def2-TZVPD basis set",
  "symbols": ["H", "N", "H", "H", "C", "C", "H", "C", "C", "H", "C", "C", "H", "H", "H", "H", "C", "H", "H", "H"],
  "coordinates": [[-0.66983, 1.66565, 0.20914], [1.69957, 0.07240, 0.56243], [2.19972, -1.51279, -0.65538], [3.36596, 0.65783, -0.68463], [-0.68554, -0.64137, -0.12122], [2.24661, 0.95435, -0.46879], [1.96357, 1.94282, -0.26485], [1.61166, -1.30276, 0.22906], [0.22237, -1.65042, -0.16346], [-2.94508, 1.09002, -0.99822], [-3.21251, 0.38064, -0.27290], [-0.74085, 0.58026, 0.45322], [2.04961, -2.09361, 0.89436], [0.00336, -2.49143, -0.71614], [-2.57904, -0.80930, 1.33504], [-3.84324, -0.58911, -0.63102], [-2.07545, -0.21722, 0.47396], [-3.92770, 0.97803, 0.30971], [1.73714, 0.85855, -1.51941], [2.24009, 0.20208, 1.49064]],
  "lumo_energy_ha": [-0.219, -0.219],
  "total_energy_ev": -8931.0957,
  "charge": 1,
  "largest_force_ev_per_a": 3.83,
  "multiplicity": 1,
  "gap_ha": [0.284, 0.284]
}



5.
{
  "formula": "C7H10",
  "method": "ωB97M-V with the def2-TZVPD basis set",
  "symbols": ["H", "H", "H", "C", "C", "C", "H", "C", "C", "C", "H", "H", "H", "H", "H", "C", "H"],
  "coordinates": [[2.16973, 0.37135, -0.16370], [2.07176, -0.81351, 1.19052], [1.58070, 1.03070, -2.83758], [1.50386, -0.14348, 0.53229], [-0.51497, -0.55447, 1.33025], [-0.90643, 0.24202, -0.49522], [0.48520, 2.04156, -0.45409], [-1.82483, -0.26563, 0.62277], [0.38160, 0.69002, 1.20619], [0.22102, -0.87613, -0.00510], [-2.35299, -1.18297, 0.34664], [-2.51451, 0.46223, 1.06406], [1.22053, 0.38441, -2.76245], [-0.39677, -1.19213, 2.20940], [-1.24772, 0.33542, -1.52937], [-0.13571, 1.37568, 0.14294], [0.25954, -1.90507, -0.39754]],
  "lumo_energy_ha": [0.011, 0.011],
  "total_energy_ev": -7414.6306,
  "largest_force_ev_per_a": 0.36,
  "multiplicity": 1,
  "gap_ha": [0.303, 0.304]
}



6.
{
  "formula": "C2H9N2OP",
  "method": "ωB97M-V with the def2-TZVPD basis set",
  "symbols": ["H", "C", "C", "H", "H", "N", "H", "P", "H", "H", "H", "N", "H", "O", "H"],
  "coordinates": [[0.95808, 1.91307, 1.19457], [0.25522, -1.54177, -1.32427], [-1.49716, 0.23507, 0.21517], [-1.74524, 0.89026, -0.50013], [-2.30167, -0.39186, 0.21492], [0.61968, -0.69722, 1.69137], [-0.52655, -2.36617, -0.96199], [0.16263, -0.42077, 0.19208], [1.23707, -1.77126, -1.44488], [-1.81473, 0.70669, 1.18418], [1.17344, 2.89171, -0.12663], [1.31665, 2.00328, 0.26194], [1.28711, -1.38817, 1.96454], [0.93859, 0.84955, -0.52947], [-0.06311, -0.91241, -2.03140]],
  "lumo_energy_ha": 0.033,
  "smiles": "CP(C)(=N)ON",
  "total_energy_ev": -16533.8790,
  "largest_force_ev_per_a": 7.03,
  "multiplicity": 1,
  "gap_ha": 0.362
}



7.
{
  "formula": "C4H6NO",
  "method": "ωB97M-V with the def2-TZVPD basis set",
  "symbols": ["H", "C", "O", "C", "H", "N", "C", "H", "H", "H", "C", "H"],
  "coordinates": [[-2.38234, -0.88627, -1.42305], [-1.95130, -0.24764, -0.65566], [-2.74872, 0.09628, 1.48737], [-0.34054, -1.97193, -0.70902], [-2.07036, 0.81035, -0.92863], [-2.37980, -0.70102, 0.60453], [0.24013, 0.02183, 1.03188], [0.33040, 1.10537, 0.61097], [-0.22809, -0.09756, 1.99759], [1.24173, -0.42881, 1.07281], [-0.74695, -0.80502, 0.09934], [0.68819, -2.09286, -0.28864]],
  "lumo_energy_ha": [0.164, 0.164],
  "total_energy_ev": -7776.5268,
  "charge": -1,
  "largest_force_ev_per_a": 5.52,
  "multiplicity": 1,
  "gap_ha": [0.261, 0.261]
}



ΔE to the lowest compared entry with this formula, charge and spin values (in eV) by entry order: 0.0000 0.0000 1.3818 5.9065 6.4042 3.4735 3.9084.